Entry 1:
# C14H26AsCuF9N2O5

C14H26AsCuF9N2O5 as an isolated structure (ωB97M-V with the def2-TZVPD basis set, OMol25).

Results
HOMO-LUMO gap (alpha / beta): 10.99 / 6.03 eV
LUMO (alpha / beta): -2.32 / -7.27 eV
E_HOMO (alpha / beta): -13.306 / -13.293 eV
<S²>: 2.0058

Structure (ORCA input):
```
! RIJCOSX wB97M-V def2-TZVPD def2/J DEFGRID3
* xyz 1 3
H 2.284 0.416 2.611
H 1.506 4.120 -4.072
O -2.169 -0.032 -0.373
H -2.225 -2.225 4.122
H 2.513 -1.737 1.936
C -0.831 3.122 0.916
O 0.169 -2.282 -0.273
C 1.275 4.175 -3.008
F 5.784 1.227 -1.053
H 1.808 2.295 1.584
H 0.588 5.020 -2.972
C 0.058 -1.258 -5.309
H -3.908 -0.758 3.312
C 1.371 -2.630 0.375
F -4.977 -1.821 1.248
H -2.468 -0.838 5.158
C -2.083 -1.146 4.186
H -2.816 0.645 3.276
F -3.936 -2.384 -0.502
H -1.542 -3.249 -1.055
C 1.486 -1.796 1.575
F -5.290 -0.718 -0.495
F 4.472 -0.985 -0.742
Cu 0.049 0.105 -0.611
H -1.439 3.069 0.013
H 0.321 -2.305 -5.461
H -0.886 -1.030 -5.804
O 1.020 -0.466 1.289
C 1.223 0.461 2.364
H -3.637 0.622 0.913
F 3.608 2.440 -1.117
H -0.126 3.948 0.820
C 0.894 1.844 1.971
H 0.702 2.369 2.907
H -1.583 3.340 1.674
H 1.461 -3.683 0.641
H -0.172 -3.368 -2.040
H 2.222 -2.441 -0.279
C -3.180 -0.315 0.594
H 2.109 4.435 -2.355
As 4.038 0.739 -0.872
H 0.935 -2.319 2.355
N 0.282 2.047 -1.914
C -0.459 -3.352 -0.989
C 0.757 2.965 -2.389
H 0.589 0.184 3.206
O -0.173 1.843 1.011
H -0.335 -4.329 -0.522
C -4.329 -1.292 0.178
N 0.212 -0.751 -2.802
F 3.976 0.507 -2.657
C -2.898 -0.423 3.074
F 2.237 0.362 -0.765
F 4.081 0.891 0.895
H 0.752 -0.623 -5.859
C 0.144 -0.963 -3.907
O -2.436 -0.784 1.772
H -1.024 -0.889 4.217
*
```

---

Entry 2:
# C14H26B2F7N5O11P4S

A 2-piece molecular cluster, C14H26B2F7N5O11P4S overall (ωB97M-V with the def2-TZVPD basis set, OMol25).

Results
HOMO-LUMO gap: 7.31 eV
LUMO: -1.62 eV
E_HOMO: -8.935 eV

Structure (ORCA input):
```
! RIJCOSX wB97M-V def2-TZVPD def2/J DEFGRID3
* xyz 0 1
C 3.017 -2.631 0.455
P -1.433 -0.721 1.674
H -2.937 1.664 -0.444
C 1.615 -0.875 1.606
O -6.067 2.070 3.964
C -4.793 1.765 3.899
O 1.620 3.931 -1.530
N -0.453 0.506 -1.819
H 3.227 -1.922 2.422
O 2.548 1.909 -2.777
H 0.462 1.537 1.044
F 5.348 -2.595 0.739
S -4.608 -1.959 0.020
H 0.997 -1.683 1.993
F 4.265 -4.362 1.473
H 0.632 -0.052 -5.062
F 5.530 -3.454 -1.567
C 4.622 -4.148 -0.861
N -0.421 -0.877 0.177
H -2.705 -0.391 1.224
N -1.267 0.454 -4.438
P 1.278 2.704 -2.221
C 4.303 -3.432 0.493
O -0.493 3.666 0.552
F -7.606 1.258 2.358
H 1.537 -0.748 -0.532
H -2.407 -0.698 -2.330
H 3.586 2.729 2.085
C 0.988 -0.361 0.317
C 1.015 1.167 0.190
H 1.419 -0.147 -2.660
H 2.204 -3.300 0.718
H 2.835 -2.305 -0.562
P -1.045 2.791 -0.463
N -2.050 -1.062 -1.456
O -1.672 3.588 -1.695
H 0.155 -1.295 -2.749
H 1.613 -0.127 2.389
O -5.858 -0.135 3.123
H -3.049 -3.257 -1.904
H -2.374 -2.419 2.487
H -2.530 3.235 -1.946
H 3.774 -0.754 1.272
F 3.515 -4.271 -1.616
H 2.372 1.392 -3.566
C 0.268 1.612 -1.093
H 2.998 3.776 0.788
C -4.674 0.338 3.354
O 3.541 1.187 -0.264
C -0.070 0.095 -4.245
O -3.865 2.467 4.193
O -2.202 1.864 0.144
C 0.353 -0.229 -2.833
H 0.871 2.796 -4.324
H -0.872 0.310 2.433
C 2.754 2.919 1.414
C 3.005 -1.488 1.451
H 4.313 1.742 -0.139
O 0.388 2.994 -3.521
F 5.112 -5.378 -0.635
H -1.462 0.598 -5.426
B 2.501 1.728 0.420
F -7.706 0.442 4.483
B -6.886 0.911 3.485
P -2.934 -2.431 -0.775
H -1.977 -3.021 0.065
C -0.974 -0.470 -0.964
N -1.418 -2.092 2.413
O -3.631 -0.249 3.148
H 1.860 3.199 1.952
*
```

---

Entry 3:
# C14H26BF4O3P3PdSbSe4Te

C14H26BF4O3P3PdSbSe4Te as an isolated structure (ωB97M-V with the def2-TZVPD basis set, OMol25).

Results
HOMO-LUMO gap: 4.45 eV
LUMO: -0.18 eV
Relative energy (zero: lowest compared OMol25 entry of this formula, charge and spin): 268.0 kJ/mol
E_HOMO: -4.627 eV

Structure (ORCA input):
```
! RIJCOSX wB97M-V def2-TZVPD def2/J DEFGRID3
* xyz -1 1
H 1.831 3.793 -5.060
H 1.766 -6.340 -0.835
F -2.976 -3.122 0.240
C 0.826 -3.080 1.009
C 1.118 -5.476 1.020
F -3.958 -1.333 -0.862
H 1.858 -2.329 3.678
Se -0.923 1.857 1.654
C -2.084 2.291 -4.713
H -0.541 -2.660 3.796
H 1.766 -0.541 3.656
H 2.781 -1.362 2.486
C 0.786 -4.305 1.676
Se -1.703 1.736 -0.502
H 0.941 6.121 -4.721
H 0.482 -4.346 2.715
C 0.669 -1.963 -2.907
H 3.323 -0.878 -0.389
O 0.519 0.880 -2.515
C 0.589 5.292 -4.101
H -1.300 -1.085 3.479
Pd 0.001 0.101 0.175
P 1.144 -1.430 -1.247
P 0.441 -1.539 1.903
C -0.915 -1.993 3.018
C 1.501 -5.429 -0.314
Sb 1.365 2.248 0.306
H 2.565 4.559 -3.636
Se 1.498 4.620 0.023
H 0.407 5.659 -3.090
H -3.354 0.876 -3.688
H 2.997 -0.078 -1.930
H -0.245 -2.551 -2.835
C 1.192 -3.029 -0.331
H -1.719 -2.456 2.453
H 0.491 -1.090 -3.528
Se 3.243 1.412 1.525
C -2.840 0.981 -4.645
H -1.572 2.389 -5.671
P 0.379 1.836 -3.674
C 1.853 -1.440 3.045
F -1.673 -1.637 -0.946
F -2.671 -0.991 1.019
H 1.473 -2.555 -3.345
C 2.904 -1.018 -1.385
H 3.440 -1.809 -1.911
H -0.350 4.918 -4.510
C 1.538 -4.216 -0.980
O -1.135 2.384 -3.644
H 1.839 -4.196 -2.018
C 1.632 4.193 -4.064
H -3.580 0.935 -5.447
H -2.149 0.144 -4.752
Te 1.021 1.052 -5.810
H 1.071 -6.422 1.544
O 1.212 3.130 -3.207
H -2.758 3.139 -4.586
B -2.861 -1.777 -0.146
*
```

---

Entry 4:
# C14H26Cl2N7O5S5Sr

C14H26Cl2N7O5S5Sr as an isolated structure (ωB97M-V with the def2-TZVPD basis set, OMol25).

Results
HOMO-LUMO gap: 6.57 eV
LUMO: -2.74 eV
Relative energy (zero: lowest compared OMol25 entry of this formula, charge and spin): 59.9 kJ/mol
E_HOMO: -9.316 eV

Structure (ORCA input):
```
! RIJCOSX wB97M-V def2-TZVPD def2/J DEFGRID3
* xyz 1 1
N 0.017 0.197 -3.258
H 0.060 -4.483 3.249
C 2.133 3.210 2.133
H -2.889 0.910 -0.802
H 1.462 -3.985 4.194
S 0.448 -2.194 2.915
H -3.413 1.639 0.742
C 0.969 -3.886 3.228
S 2.362 -0.653 4.611
Cl 1.028 1.949 2.711
C -2.896 -3.651 0.931
N 1.318 0.347 -2.850
H -0.162 -3.631 -0.972
H 4.282 -0.667 -3.388
C 1.949 -1.317 3.044
H 4.579 1.299 -2.119
N 3.747 0.749 -1.940
H -1.688 -4.152 -1.741
C -3.890 3.580 -0.994
N 2.150 -1.102 -4.574
O -0.373 -0.544 -4.116
C -2.544 1.376 0.128
H -2.437 -4.367 1.617
H -3.388 -2.884 1.518
H -2.249 5.746 -0.655
C -1.771 2.661 -0.214
Cl 2.740 2.938 0.474
S 4.591 1.288 5.087
H 1.621 -4.255 2.440
N 3.525 -0.089 -3.047
N -1.882 -3.083 0.062
H -4.094 2.828 -1.755
C 3.739 0.259 4.127
C 2.772 -0.999 2.020
H 2.958 -1.513 -5.008
H 1.594 4.153 2.128
C -1.165 -4.012 -0.794
H -1.941 -1.124 2.041
H 3.837 0.166 -1.095
H -0.740 4.819 -0.826
H -4.461 3.372 -0.090
H -1.845 4.989 -2.210
O -0.732 0.900 -2.582
C -2.192 -0.816 1.021
N -2.467 3.674 -0.710
H -1.102 -4.970 -0.279
O -1.689 0.500 0.847
H -3.280 -0.822 0.916
O -0.555 2.702 -0.021
H -3.651 -4.167 0.335
S 4.105 0.028 2.448
Sr 0.572 0.664 -0.435
S 2.626 -1.403 0.336
O -0.675 -1.373 -0.736
C 2.288 -0.299 -3.520
H 3.001 3.208 2.792
C -1.534 -1.798 0.041
H -4.216 4.544 -1.377
C -1.781 4.884 -1.128
H 1.228 -1.341 -4.900
*
```

---

Entry 5:
# C14H26Cl3CsNO10P2S

C14H26Cl3CsNO10P2S as an isolated structure (ωB97M-V with the def2-TZVPD basis set, OMol25).

Results
HOMO-LUMO gap: 3.11 eV
LUMO: 1.26 eV
E_HOMO: -1.850 eV

Structure (ORCA input):
```
! RIJCOSX wB97M-V def2-TZVPD def2/J DEFGRID3
* xyz -1 1
H 3.695 -3.728 2.804
H 1.291 1.553 0.762
O 2.425 -2.598 2.374
H -1.143 3.210 -4.689
H -7.861 1.285 -1.314
C 6.838 -2.150 8.013
Cl -3.161 3.363 -8.796
C -2.156 1.395 -5.402
O 2.760 -2.277 7.851
H -5.361 2.708 -9.228
H -5.986 2.209 -3.556
C -4.673 2.541 -8.411
O 0.302 0.587 -1.252
C 6.109 -1.606 6.855
H 4.397 -5.343 2.655
H -1.474 0.557 -5.482
H -5.522 1.864 -0.794
H 6.715 -1.180 6.065
P 2.543 -1.210 3.128
C -6.187 1.695 -2.616
O 8.055 -2.126 8.090
O 1.436 -0.532 -2.803
C 0.538 0.216 -2.526
H -7.962 2.826 -2.156
O 2.479 -0.011 2.080
O -5.370 2.316 -1.630
H -2.048 0.351 -1.705
P 1.681 0.830 -0.352
H -3.251 1.202 -2.707
H 4.101 -3.203 9.844
N 3.575 -4.772 2.466
S 3.033 1.889 -1.332
H 2.763 -5.166 2.928
C -1.760 2.397 -4.316
C -1.177 1.754 -3.053
H -2.684 2.857 -3.972
O -0.303 0.663 -3.432
H -8.278 1.318 -3.035
C -2.333 1.300 -2.145
Cl -5.390 3.210 -6.944
H 3.390 -4.723 1.471
H -2.404 2.020 -1.339
C 6.033 -2.742 9.114
C 4.707 -2.777 9.053
C 3.967 -2.226 7.875
H -0.613 2.545 -2.571
Cs 4.561 0.188 -1.782
O 1.369 -1.072 4.088
H -3.164 1.025 -5.235
H -5.886 0.647 -2.726
H 2.133 -0.390 0.169
H 6.589 -3.136 9.957
H 4.245 -1.223 5.897
Cl -4.424 0.805 -8.250
C 4.776 -1.631 6.772
C -7.661 1.784 -2.265
O 3.920 -1.207 3.854
H -2.197 1.921 -6.352
*
```

---

Entry 6:
# C14H26Cl6O10

A 6-piece molecular cluster, C14H26Cl6O10 overall (ωB97M-V with the def2-TZVPD basis set, OMol25).

Results
HOMO-LUMO gap: 10.02 eV
LUMO: 0.26 eV
Relative energy (zero: lowest compared OMol25 entry of this formula, charge and spin): 14.9 kJ/mol
SMILES: COC(=O)OC.COC(=O)OC.COC(=O)OC.ClC(Cl)Cl.ClC(Cl)Cl.CC(C)=O
E_HOMO: -9.760 eV

Structure (ORCA input):
```
! RIJCOSX wB97M-V def2-TZVPD def2/J DEFGRID3
* xyz 0 1
C -1.002 -1.049 -2.859
H 4.361 0.318 -3.173
O 4.100 3.702 3.050
O 2.270 -1.742 -0.862
O -5.194 1.215 1.023
C -6.301 1.786 1.729
Cl 0.216 -0.501 -4.017
C -5.255 -0.047 0.676
C 3.662 -0.031 -2.416
C 2.520 3.110 0.021
H 2.755 0.574 -2.471
H 5.565 2.507 3.856
Cl 0.730 -5.732 1.418
H 4.060 0.078 -1.407
O 2.756 3.403 1.397
H -6.452 1.158 2.609
H -1.562 -5.155 1.249
H 5.334 4.131 4.593
H 2.094 -4.190 -0.470
H -0.558 1.020 1.742
H -4.595 -2.510 0.019
C -0.637 0.491 0.790
H 2.607 2.039 -0.134
C 4.037 3.393 1.757
C 2.784 -2.145 -1.875
H 0.198 -0.206 0.713
O -6.211 -0.769 0.801
H -1.540 3.343 -0.131
H -3.001 -1.997 -0.509
Cl -0.404 -3.326 0.285
Cl -0.783 -3.938 3.150
Cl -1.487 -2.715 -3.135
C -1.901 2.352 -0.424
C -0.656 -4.616 1.487
C -4.045 -1.690 -0.432
H -6.065 2.770 2.123
O 2.813 -3.395 -2.302
H -1.527 -0.136 0.907
H 3.160 3.692 -0.642
H -2.617 2.081 0.354
O 3.439 -1.390 -2.736
H 6.192 3.950 3.061
O 4.986 3.208 1.044
H -4.343 -1.555 -1.473
H -7.153 1.800 1.056
H -2.322 2.408 -1.422
C -0.741 1.409 -0.382
C 2.112 -4.364 -1.541
C 5.375 3.564 3.668
H 2.640 -5.306 -1.681
H 1.075 -4.442 -1.869
Cl -2.465 -0.004 -3.046
O -4.059 -0.420 0.216
H 1.509 3.411 -0.244
H -0.565 -0.998 -1.867
O 0.089 1.456 -1.269
*
```

---

Entry 7:
# C14H26Hg2O26PS5

C14H26Hg2O26PS5 as an isolated structure (ωB97M-V with the def2-TZVPD basis set, OMol25).

Results
HOMO-LUMO gap: 4.82 eV
LUMO: -8.57 eV
E_HOMO: -13.389 eV

Structure (ORCA input):
```
! RIJCOSX wB97M-V def2-TZVPD def2/J DEFGRID3
* xyz 1 1
H -0.179 2.815 -4.210
S 2.867 -3.296 2.890
H 0.406 -1.907 1.361
O 0.575 6.522 -3.856
S -0.691 5.854 -4.217
O -1.788 6.609 -4.790
H -1.576 -3.806 -0.166
H 4.458 1.122 -1.767
C 1.727 2.568 0.138
O -4.973 -0.568 3.435
C 2.416 -1.203 1.485
Hg -0.387 -0.615 -2.934
C -1.972 3.758 -3.540
C 1.071 -1.604 2.170
O -1.971 -0.773 -1.217
C 1.813 3.214 -1.223
H 5.462 0.088 -3.506
H 0.692 2.293 0.338
P -0.737 -0.233 -0.563
H 2.460 -0.118 1.390
O 3.812 5.180 0.281
H -1.783 -1.188 3.256
O -0.335 4.521 -5.110
C -0.954 3.460 -4.626
Hg -2.811 1.115 -0.033
H -3.460 -2.407 -0.747
C -2.370 -3.631 0.559
C 4.052 0.113 -1.836
C -3.678 -3.180 -0.010
H 2.752 3.157 -1.775
O 1.603 4.625 -0.941
H -2.793 -1.952 5.302
O -1.138 0.170 0.875
O 3.319 -1.753 2.399
H -3.189 -2.640 3.656
O 4.645 -0.577 -0.747
O 0.434 -1.124 -1.008
C -4.749 -1.354 4.558
H -2.177 0.087 4.422
O -1.295 4.874 -3.022
H -1.496 3.047 -5.476
C -2.599 -0.658 3.747
O -0.798 0.983 -1.496
H -1.936 -2.825 1.150
H 1.079 2.717 -1.858
O 2.028 3.594 1.121
H -1.863 3.066 -2.705
O -4.218 -4.437 -0.432
O 7.170 -0.584 -1.400
S 6.003 -1.473 -1.176
O 1.659 6.087 1.132
O 1.358 -2.808 2.969
H -4.940 -0.811 5.483
H 0.556 -0.792 2.681
O 3.099 -4.230 1.770
H 2.963 0.142 -1.849
H 2.351 1.680 0.039
O -4.953 -5.870 1.681
O 5.318 -1.678 -2.661
S -3.930 -5.689 0.618
O -3.823 0.860 2.140
C -3.307 -1.809 4.351
O -3.456 -6.884 -0.077
H 3.951 -0.778 -3.809
H -4.198 -2.688 0.812
H -5.384 -2.240 4.528
O 3.493 -3.583 4.200
O 6.194 -2.743 -0.431
H 2.544 -1.576 0.469
C 4.714 -0.568 -3.060
O -2.728 -4.747 1.306
C -3.825 -0.063 2.950
S 2.385 5.047 0.453
H -2.965 4.093 -3.840
*
```

---

Entry 8:
# C14H26HgN6S3

C14H26HgN6S3 as an isolated structure (ωB97M-V with the def2-TZVPD basis set, OMol25).

Results
HOMO-LUMO gap (alpha / beta): 5.97 / 4.51 eV
LUMO (alpha / beta): 2.47 / 1.01 eV
E_HOMO (alpha / beta): -3.504 / -3.503 eV
<S²>: 0.7567

Structure (ORCA input):
```
! RIJCOSX wB97M-V def2-TZVPD def2/J DEFGRID3
* xyz -1 2
C -1.729 4.363 -0.342
H -3.345 2.513 -1.517
C 3.708 1.027 1.163
H 0.536 -5.566 -0.753
H -1.778 0.340 -2.800
Hg -0.336 1.332 1.236
C -1.092 0.553 -1.953
C 1.338 -4.270 1.519
C 0.624 -4.474 -0.902
H -3.750 0.120 -1.179
H -0.169 -4.184 -1.655
C 0.339 -3.777 0.430
H -1.667 -0.799 -0.598
S 3.616 1.401 -0.455
H 1.191 -3.791 2.486
N 0.491 -2.393 0.287
S -2.686 3.287 0.665
H -1.826 -3.459 0.248
N -1.684 0.237 -0.697
C -3.096 0.644 -0.408
H -0.178 -0.056 -2.153
C -0.623 1.990 -2.157
H 0.069 -1.871 1.044
H -1.450 2.607 -2.494
C -0.242 3.915 -0.619
C -3.458 2.109 -0.508
H 1.799 -2.550 -1.134
S 4.112 -0.564 1.447
H -2.277 4.619 -1.246
N 1.498 -1.812 -0.487
N 2.239 4.262 1.581
H 0.070 1.988 -3.036
C 3.403 2.019 2.140
H 1.150 -5.369 1.667
H -4.530 2.221 -0.303
C 2.783 3.250 1.892
N 0.086 2.544 -0.982
H 1.087 2.488 -1.105
H 2.341 -1.533 0.073
C 3.622 1.801 3.514
H -1.223 -3.676 1.922
H -3.352 0.268 0.601
H 1.652 -4.255 -1.244
H 0.171 4.588 -1.359
H -1.601 5.303 0.158
H -1.245 -5.072 0.904
H 0.296 4.100 0.281
H 2.375 -4.164 1.252
N 3.829 1.719 4.671
C -1.091 -3.973 0.906
*
```